# C14H23N4O2PPdS3

A structure of composition C14H23N4O2PPdS3 (ωB97M-V/def2-TZVPD, the Open Molecules 2025 dataset).

Last column: Mulliken spin population.
Positions of all 48 atoms, in Å:
C (-1.66777, -1.88672, 2.72374)  0.00
H (4.57007, 1.66644, -1.43667)  0.00
S (0.86175, -0.01067, 1.37761)  1.06
O (-1.35096, -2.26189, 1.38504)  0.00
C (-2.91360, -0.53892, -0.93021)  -0.01
H (-2.16580, -0.91376, 2.68734)  0.00
H (4.47248, 4.33878, -3.25454)  0.00
C (-4.20026, -0.02161, -0.93752)  0.00
H (0.81688, -6.28532, 3.02570)  0.00
C (-1.98500, 1.52119, -1.44872)  0.00
H (-5.04478, -0.66445, -0.73158)  0.00
H (1.87576, -5.08878, 1.07871)  0.01
N (1.51141, 2.37702, -1.59569)  0.01
N (0.35662, 1.70279, -1.46482)  0.04
H (-2.03904, -3.90444, 3.35297)  0.00
H (3.80401, 5.61710, -2.22429)  0.00
H (3.14517, 3.93214, -0.52304)  0.00
H (-1.04602, 4.40228, -1.34925)  0.00
H (1.32200, -4.96871, 4.09163)  0.00
S (0.14514, -2.91831, -0.95200)  0.22
N (3.77613, 2.26131, -1.59188)  0.01
O (0.29092, -4.00948, 1.82712)  0.01
C (3.71719, 4.56365, -2.50027)  0.00
Pd (0.34102, -0.41078, -0.98853)  1.11
S (2.66822, -0.12225, -1.65091)  0.17
C (-2.55553, -2.94449, 3.35171)  0.00
C (3.89171, 3.67257, -1.27702)  0.00
H (-3.48198, -3.05365, 2.78532)  0.00
C (-0.84253, 3.71737, -2.17769)  0.01
H (-1.63166, 3.83922, -2.92047)  0.00
C (-4.36224, 1.32990, -1.20290)  0.00
C (1.56697, -5.50754, 3.17553)  0.00
H (0.11292, 3.99903, -2.61282)  0.00
H (2.73360, 4.39620, -2.93539)  0.00
H (-2.70437, -1.57817, -0.70099)  0.01
H (2.31713, -3.75802, 2.15232)  -0.03
H (2.54157, -5.98353, 3.30085)  0.00
N (-1.84834, 0.20715, -1.18463)  0.00
C (-0.76152, 2.29781, -1.70361)  0.05
H (4.87942, 3.82810, -0.83772)  0.00
C (2.58272, 1.60056, -1.59639)  0.01
C (-3.25096, 2.11264, -1.45761)  0.01
H (-0.75422, -1.74980, 3.30923)  -0.01
H (-3.35810, 3.17075, -1.64664)  0.00
H (-5.34956, 1.77550, -1.20448)  0.00
P (0.23589, -2.51608, 1.04095)  0.28
H (-2.80746, -2.67243, 4.37968)  0.00
C (1.58499, -4.55971, 1.99282)  0.03

Calculated values
HOMO level (spin up / spin down), eV: -2.84 / -3.74
Electronic energy, eV: -70223.35696
Total charge: -1
HOMO-LUMO gap (spin up / spin down), eV: 5.53 / 6.08
Lowest unoccupied orbital energy (spin up / spin down), hartree: 0.0987 / 0.0858
Spin multiplicity: 4
Strongest force on any atom, eV/A: 0.5
<S²>: 3.77

# C14H23NO4

An isolated molecule of C14H23NO4 (ωB97M-V/def2-TZVPD, the Open Molecules 2025 dataset).

Last column: natural (NBO) charge in e.
Positions of all 42 atoms, in Å:
H (3.43375, 1.04517, 0.13370)  0.21
C (-0.95026, 2.96607, 0.72841)  -0.09
H (3.71809, -0.94831, 1.05204)  0.18
H (-1.04451, 3.99819, 1.07216)  0.20
C (-4.31575, -0.33590, -0.13237)  -0.17
C (-3.39976, -1.37789, -0.10880)  -0.37
O (-1.06039, -2.02571, 0.13060)  -0.52
H (0.39800, 3.87700, -0.73534)  0.18
H (-0.47617, -3.93760, 0.11133)  0.20
H (2.96783, -1.92970, -1.85853)  0.16
H (0.74619, -1.15494, 1.74924)  0.17
H (2.09911, -1.36100, 2.89334)  0.17
O (1.80854, 0.53123, 2.29302)  -0.74
N (2.22323, -0.56271, -0.40300)  -0.47
H (-0.57878, 0.40042, 0.37227)  0.25
H (-0.54028, 2.49330, -1.34424)  0.19
H (1.34258, 1.35657, -2.07068)  0.17
C (-2.56112, 1.25770, 0.24093)  0.33
C (-1.40786, -3.38196, 0.01056)  -0.25
O (1.07278, 2.02389, -0.14187)  -0.57
C (2.92217, 0.65742, -0.74922)  -0.24
H (1.31766, -2.22347, -1.24155)  0.21
H (3.67153, 0.49867, -1.54297)  0.18
C (2.03188, -1.45250, -1.52286)  -0.40
H (-0.53946, 2.35886, 1.54373)  0.20
C (1.77011, -0.83967, 1.99010)  -0.06
H (2.47071, 2.63068, -1.53968)  0.17
C (2.68086, -1.21826, 0.81158)  -0.24
H (-4.62069, 1.78248, 0.03465)  0.22
C (0.00735, 2.88318, -0.47292)  -0.09
C (-1.63454, 0.22919, 0.24874)  -0.40
C (-2.05598, -1.09180, 0.08400)  0.41
H (1.56396, 1.01400, 1.48800)  0.49
H (-1.85434, -3.60013, -0.96553)  0.18
H (-5.36153, -0.55743, -0.28520)  0.21
H (-2.09751, -3.69349, 0.80175)  0.18
C (1.93161, 1.72599, -1.21908)  -0.06
H (1.61365, -0.89500, -2.35949)  0.19
H (2.63644, -2.30184, 0.68340)  0.19
H (-3.74695, -2.38962, -0.24236)  0.22
C (-3.91409, 0.96876, 0.04224)  -0.29
O (-2.26807, 2.58016, 0.41989)  -0.49

Calculated values
HOMO level, eV: -8.27
Electronic energy, eV: -24569.68933
Total charge: 0
HOMO-LUMO gap, eV: 9.09
Lowest unoccupied orbital energy, hartree: 0.0300
Spin multiplicity: 1
SMILES: COc1cccc(OCCOCCN(C)CCO)c1
Strongest force on any atom, eV/A: 0.6

# C14H23O9P2RbSe3Te

A structure of composition C14H23O9P2RbSe3Te (ωB97M-V/def2-TZVPD, the Open Molecules 2025 dataset).

Last column: natural (NBO) charge in e.
Positions of all 53 atoms, in Å:
H (0.09288, -2.38612, 5.01549)  0.51
Se (-1.03187, -0.13730, 6.00303)  -0.59
C (-0.71030, 2.33238, 0.23857)  -0.08
O (-0.21928, -1.40968, 1.88705)  -0.76
C (-0.74184, -3.77853, 1.87316)  -0.64
H (-2.52064, 3.05474, -0.75226)  0.20
H (-0.18848, -1.52519, -4.38332)  0.21
O (0.54741, -0.42778, -1.45886)  -0.72
O (0.34644, -3.21803, 4.58490)  -1.03
H (-3.43805, 0.72976, 0.72089)  0.20
H (-1.43721, -3.55549, 2.68286)  0.22
H (1.89718, 1.62671, -1.73777)  0.22
C (0.23014, -0.22028, -2.71220)  0.37
P (1.42261, -2.89598, 3.41080)  2.38
O (2.60219, -1.96166, 0.42612)  -1.18
C (0.63926, 2.46300, -5.28612)  -0.23
Rb (2.03797, 0.29035, 1.67431)  0.93
H (-0.33493, -4.77761, 2.02576)  0.23
H (-2.10951, 1.36752, -1.08020)  0.21
C (1.50446, 3.34673, -4.64093)  -0.30
O (2.21336, -4.14778, 3.15694)  -1.19
C (-1.84151, 1.48473, 2.00403)  -0.09
C (1.53398, 1.87358, -2.72685)  -0.25
Te (0.59604, 1.22775, 4.89407)  0.57
H (-1.79885, 2.35272, 2.67287)  0.18
C (-0.61478, -1.24757, -3.41556)  -0.70
H (-1.94946, 0.57973, 2.60091)  0.21
O (2.06451, -1.57833, 3.72474)  -1.21
H (1.82782, 4.25860, -5.12658)  0.19
O (0.50769, -2.71798, -0.79278)  -1.13
C (1.94395, 3.02571, -3.35212)  -0.21
H (-3.66651, 2.39917, 1.24021)  0.20
C (0.64587, 0.95835, -3.36386)  -0.09
Se (-0.15835, 3.61727, 5.05877)  -0.25
P (1.45262, -2.90430, 0.40814)  2.38
O (-0.61554, 1.38467, 1.29237)  -0.56
Se (1.33900, 4.20167, 3.34464)  -0.69
O (1.87377, -4.43795, 0.47429)  -1.03
H (-0.46183, 0.64421, -5.20837)  0.19
C (-2.12367, 2.14033, -0.31055)  -0.43
H (-1.62588, -0.86771, -3.60446)  0.20
C (0.21645, 1.30066, -4.67815)  -0.25
H (0.51459, -1.54866, -1.15199)  0.50
H (-0.69282, -2.14323, -2.80326)  0.25
H (0.06600, 2.10433, -0.49035)  0.21
H (0.28678, 2.69497, -6.28620)  0.19
H (-0.54345, -1.21434, 0.99572)  0.48
H (2.62235, 3.69552, -2.83511)  0.20
H (2.18131, -4.57783, 1.41061)  0.54
H (-1.26722, -3.75598, 0.91503)  0.20
C (-2.92135, 1.66803, 0.92438)  -0.43
C (0.36480, -2.72803, 1.89224)  -0.50
H (-0.55812, 3.34015, 0.64493)  0.18

Calculated values
HOMO level (spin up / spin down), eV: -1.19 / -2.01
Electronic energy, eV: -255894.04630
Total charge: -2
HOMO-LUMO gap (spin up / spin down), eV: 4.35 / 5.94
Lowest unoccupied orbital energy (spin up / spin down), hartree: 0.1160 / 0.1443
Spin multiplicity: 1
Strongest force on any atom, eV/A: 0.5

# C14H24BN3O8P2Ti

A structure of composition C14H24BN3O8P2Ti at a distorted geometry (ωB97M-V/def2-TZVPD, the Open Molecules 2025 dataset).

Last column: Mulliken spin population.
Positions of all 53 atoms, in Å:
O (-2.12708, -1.48106, -0.76827)  0.01
O (2.99405, 1.62424, -0.49471)  0.00
C (4.10360, -0.22224, -3.34305)  0.00
H (0.43250, -3.21252, 3.80232)  0.00
P (-1.88669, 1.80122, -1.57044)  0.00
C (5.91733, 1.26785, -2.71192)  0.00
O (-1.53527, 0.21386, 0.97316)  -0.03
H (3.56776, -2.46406, 2.19884)  0.00
H (0.22222, -2.97288, -0.47462)  0.01
H (-3.86353, -0.35774, -2.30509)  0.00
H (3.67840, -0.98325, -3.98390)  0.00
N (0.68979, -1.57233, 1.02037)  -0.01
P (-2.77133, -0.43523, 0.31648)  0.00
C (1.78129, -3.81403, 0.82587)  0.00
C (5.18661, 1.79214, -1.64609)  0.00
H (2.60658, -0.67720, 1.08641)  0.00
O (-0.87247, 0.67474, -1.86243)  0.00
H (-2.64323, -2.29721, -0.74814)  0.00
N (1.79123, -3.54934, 2.26005)  0.00
C (3.92418, 1.28230, -1.46589)  -0.01
C (2.53863, -2.32477, 2.52675)  0.00
H (5.58459, 2.55935, -0.99568)  0.00
H (-5.16758, 0.44497, -1.65277)  0.00
H (1.79676, -2.19965, -0.66432)  0.00
C (0.41844, -3.37705, 2.72561)  0.00
Ti (-0.02673, 0.04680, -0.25466)  1.02
C (-3.32912, 0.96577, -0.73609)  0.00
C (1.90217, -1.11815, 1.78638)  0.01
O (-3.83249, -1.08802, 1.08292)  0.00
H (-1.43913, 3.58094, -0.40410)  0.00
N (-4.18306, 0.53041, -1.91155)  0.00
H (-5.01368, 1.47913, 0.53037)  0.00
C (-0.26006, -2.18470, 2.00500)  0.02
C (-4.12983, 1.96092, 0.10842)  0.00
O (-1.17250, 2.65557, -0.44376)  0.03
H (-0.56292, -1.40286, 2.69511)  0.00
B (1.88636, 0.83869, -0.74754)  -0.05
H (1.24387, -4.74357, 0.64449)  0.00
O (-2.48613, 2.56930, -2.67609)  0.00
C (3.40502, 0.30681, -2.28585)  0.01
H (-1.14598, -2.50670, 1.46293)  0.00
H (1.58189, -0.33593, 2.47161)  0.01
C (1.11181, -2.64136, 0.05755)  0.01
H (5.98229, -0.09647, -4.36383)  0.00
H (2.55425, -2.14992, 3.60145)  0.00
C (5.38769, 0.28337, -3.54384)  0.00
O (2.12050, -0.01017, -1.85501)  -0.03
H (-4.05664, 1.25624, -2.62944)  0.00
H (-3.52200, 2.30776, 0.94174)  0.00
H (-0.13020, -4.30022, 2.54173)  0.00
H (-4.42919, 2.82838, -0.48337)  0.00
H (2.80743, -3.95261, 0.48796)  0.00
H (6.91694, 1.63670, -2.89754)  0.00

Calculated values
HOMO level (spin up / spin down), eV: -11.08 / -11.17
Electronic energy, eV: -78129.30496
Total charge: +1
HOMO-LUMO gap (spin up / spin down), eV: 8.20 / 8.29
Lowest unoccupied orbital energy (spin up / spin down), hartree: -0.1057 / -0.1059
Spin multiplicity: 2
Strongest force on any atom, eV/A: 1.3
<S²>: 0.75

# C14H24I2N3O7P2S

The ion C14H24I2N3O7P2S with charge +1 at a distorted geometry (ωB97M-V/def2-TZVPD, the Open Molecules 2025 dataset).

Last column: natural (NBO) charge in e.
Positions of all 53 atoms, in Å:
H (-0.05448, -2.30580, -5.32219)  0.24
H (-3.34327, -1.62333, 2.13612)  0.23
O (2.86451, 1.71875, 0.24160)  -1.04
H (0.93299, -1.25927, -6.37991)  0.24
I (-1.79987, -1.09028, -3.06420)  0.21
P (1.07029, 2.22021, -2.38913)  1.28
C (0.80146, -0.59148, -4.32612)  -0.13
H (-0.67498, 2.93184, -1.05228)  0.39
H (4.24756, -0.25755, -0.19912)  -0.03
H (-3.30998, 1.45761, 5.13253)  0.20
C (1.91864, -0.43678, -1.33158)  0.13
C (-2.40521, -0.53171, 3.73776)  0.79
C (0.23112, -1.27430, -5.54974)  -0.68
C (-1.23683, -1.14727, 0.63065)  -0.47
P (3.34815, 0.68795, -0.69110)  1.49
C (0.00515, -0.33165, 0.29757)  0.49
O (2.23304, -1.24916, 0.88449)  -0.52
O (-1.75624, -0.51345, 4.74276)  -0.59
N (1.25356, -1.18840, -0.11720)  -0.13
H (-1.74326, 2.85656, 2.88265)  0.20
H (-0.67473, -0.74672, -5.87447)  0.25
H (1.93632, -3.36306, -0.07104)  0.15
C (0.17970, -0.41106, -3.16287)  -0.29
N (4.81156, -1.57701, -2.62049)  -0.31
H (-0.63553, 0.88693, 1.89525)  0.24
H (0.67997, 3.85593, -0.92295)  0.41
O (2.40500, -1.45981, -2.16691)  -0.53
C (-2.48550, -1.71997, 2.80776)  -0.50
C (-1.19370, -1.88117, 1.98395)  -0.41
C (-1.83088, 2.49514, 3.91387)  -0.64
I (2.71745, 0.16743, -4.67449)  0.24
H (3.86404, 1.11241, -1.91835)  -0.02
N (0.34025, 2.90174, -1.02039)  -1.16
H (-1.47701, -1.85743, -0.16115)  0.24
C (0.32822, 0.64285, 1.43369)  -0.69
H (-0.34903, -1.55621, 2.60189)  0.21
H (-1.06522, -2.95021, 1.79374)  0.23
H (-3.97426, 2.28120, 3.71917)  0.20
H (-0.96033, 1.86504, 4.11466)  0.22
H (-2.64699, -2.60952, 3.42324)  0.25
S (0.77506, -2.89972, -0.55127)  0.28
O (-0.24336, 0.41199, -0.88737)  -0.58
C (-3.11819, 1.71046, 4.08640)  -0.08
H (-0.92736, 2.04779, -3.38198)  0.49
C (0.71451, 0.33174, -1.92932)  -0.05
C (3.69149, -1.52361, -2.41457)  0.51
O (-3.13457, 0.50323, 3.29068)  -0.52
H (1.86524, -1.84848, 1.56132)  0.50
H (-2.04772, -0.40794, 0.61471)  0.26
H (0.76126, 1.54959, 1.01816)  0.30
O (-0.03923, 2.38422, -3.57245)  -0.98
H (-1.82032, 3.34866, 4.59405)  0.24
H (0.97153, 0.24307, 2.21400)  0.24

Calculated values
HOMO level, eV: -11.56
Electronic energy, eV: -79313.34929
Total charge: +1
HOMO-LUMO gap, eV: 7.41
Lowest unoccupied orbital energy, hartree: -0.1522
Spin multiplicity: 1
SMILES: CCOC(=O)CCC[C@]1(C)O[C@@](/C(I)=C(/C)I)(P(N)O)[C@@](OC#N)([PH2]=O)[N@+]1(O)S
Strongest force on any atom, eV/A: 1.7

The highest strongest force on any atom belongs to which entry? C14H24I2N3O7P2S

What is the total charge in the fourth record? +1

Among the records above, which one has the highest spin multiplicity? C14H23N4O2PPdS3